112
Properties=species:S:1:pos:R:3:forces:R:3 method="wB97M-V/def2-TZVPD" smiles="CP(O)OC(=O)OCC(=O)c1ccccc1.COC[C@@H](C)N.COC[C@@H](C)N.COC[C@@H](C)N.COC[C@@H](C)N.COC[C@@H](C)N" total_energy_ev=-69392.63727 multiplicity=1
C 1.5261 -3.2974 -3.8782 0.0 -0.1 0.0
H -3.9729 -3.6217 -3.0967 0.0 0.0 0.0
H 0.5675 5.2036 -0.2286 0.2 -0.3 0.0
O 1.3563 -0.2578 -4.8134 -0.1 0.0 -0.1
H 3.4437 8.6519 -6.6578 0.1 0.2 -0.2
H 2.1135 -0.0012 -2.9707 0.0 0.0 -0.1
H 4.4285 -3.1431 0.0877 0.0 0.0 0.1
O 1.9993 3.8623 -3.2435 0.6 -0.5 0.6
H 2.0437 -4.2060 -3.5751 0.0 0.0 0.0
H 0.3361 0.3196 0.8682 0.0 0.0 0.0
H -1.9916 -1.4209 5.3989 0.0 0.0 0.0
N -1.5214 2.4486 0.9389 0.2 -0.3 0.2
H -1.0336 -2.2825 4.1786 0.0 0.0 0.0
C -4.1390 -2.4699 0.0990 0.2 0.1 -0.1
P -0.6641 6.7725 -1.6072 -0.1 -0.4 0.2
N 3.0556 -5.6821 1.9593 0.0 0.0 -0.2
H 3.2211 -6.4455 1.3102 0.0 0.0 0.1
H -0.0906 2.9183 -4.2872 -0.1 -0.7 0.4
H -2.8531 -1.9467 8.1431 0.0 0.0 0.0
N -0.0138 -3.7791 8.4102 0.1 0.1 -0.1
C 3.3231 5.6532 -5.0489 -0.6 1.0 -0.3
H 0.0303 6.5363 -5.1322 -0.2 0.1 0.0
H -2.4812 -3.5588 7.5172 0.0 0.0 0.0
H -0.4105 -0.5700 2.2021 -0.1 0.0 0.0
C 3.8626 6.7616 -5.7190 -1.0 -0.2 0.2
O -0.9770 4.7132 -3.7043 0.4 0.2 -1.2
C -2.6772 0.9290 2.4579 -0.2 0.0 0.1
H -4.8582 -2.4127 -4.0481 0.0 0.0 0.0
H 1.0365 1.3486 4.5972 0.0 0.0 0.0
H 0.5797 -0.8731 -2.9971 0.0 -0.1 0.0
C -1.6244 1.0450 1.3657 0.0 0.2 0.0
H 4.9911 -4.9782 1.7212 0.0 0.0 0.0
O -1.8202 7.6551 -0.8913 -0.3 0.8 -0.1
H 0.7067 -1.2199 7.5328 0.0 0.0 0.0
C 3.8063 -4.0353 0.2413 0.1 -0.1 -0.1
H -0.5629 -1.0504 -4.8696 0.0 0.0 0.0
H -4.4981 -0.5956 -0.5790 0.1 0.0 0.0
C -1.1165 4.4052 -2.4234 -0.8 1.3 -0.4
H -2.4235 -3.6052 -0.6160 0.0 0.0 0.0
C 1.5478 -0.7690 -3.5065 0.0 0.2 0.1
C 1.9630 -2.5097 0.2745 -0.1 -0.1 -0.1
H 0.5614 -1.7133 -6.0818 0.0 0.0 0.0
H -0.5844 -2.0065 9.3209 0.0 0.0 0.0
C 3.0255 7.7981 -6.1585 -0.6 -0.8 0.5
H 1.5129 -2.5562 1.2693 0.1 0.1 0.0
H 0.9935 8.5106 -6.2941 -0.1 0.2 -0.1
C 0.1485 1.1238 4.0066 0.1 0.1 0.1
C -0.2747 0.4335 1.7694 0.1 0.0 -0.4
C -0.0139 3.9723 -4.4563 -0.4 -0.1 -0.2
H -2.5821 -3.2965 9.2492 0.0 0.0 0.0
O -1.6719 5.4511 -1.8078 -0.4 0.1 0.4
H -0.5473 6.1784 0.7537 -0.3 -0.2 0.1
H -1.8764 -3.2004 5.4316 0.0 0.0 0.0
O 0.4998 1.2287 2.6426 0.0 0.0 0.1
H -2.5270 1.6482 3.2653 0.1 0.0 -0.1
H -1.4560 8.0988 -0.1179 -0.2 0.1 0.1
H -2.6829 -0.0752 2.8886 0.0 0.0 0.0
H 1.1801 -2.2321 -0.4330 0.0 0.0 0.0
C -0.7694 -2.5249 8.3753 -0.1 -0.1 -0.1
H 4.9198 6.8184 -5.8957 0.3 0.0 0.0
H 2.6283 -2.2266 -2.4164 0.0 0.0 0.0
C 1.3839 4.4256 -4.1033 -0.3 0.4 -0.3
H -0.9465 -0.6968 7.1986 0.0 0.0 0.0
H 3.9570 4.8588 -4.6981 0.1 -0.2 0.1
H -4.2626 -2.9893 1.0543 0.0 0.0 0.0
C -4.3638 -2.5995 -3.0957 -0.1 0.0 0.0
C 2.3364 -2.0763 -3.4593 0.0 -0.2 -0.1
O -0.8499 3.3909 -1.9035 0.7 -2.0 0.7
O 2.4710 -3.7646 -0.1354 -0.1 0.1 0.0
C 3.9739 -4.5789 1.6658 -0.1 0.1 0.1
C -2.2588 -2.8467 8.3116 0.0 0.0 0.1
H 4.3973 -2.6160 2.5020 0.0 0.0 0.0
O -0.1479 -2.1735 5.9958 0.0 0.0 -0.1
C 1.6367 7.7211 -5.9511 0.7 -0.8 0.3
H -0.6333 1.8367 4.2836 0.0 -0.1 0.0
N -4.4469 -1.0565 0.3258 -0.2 -0.1 -0.1
C 0.1334 6.1840 -0.0881 0.5 0.4 -0.1
H -0.0424 -4.1895 7.4810 -0.1 0.0 0.0
H -6.0845 -3.2127 -0.4039 0.0 0.0 0.0
H -0.1829 0.1112 4.2551 0.0 0.0 0.0
H 2.7953 -3.2392 2.9152 0.0 0.0 0.0
H -0.9388 2.5453 0.1098 -0.2 -0.1 0.0
C 3.8363 -3.5181 2.7533 0.1 0.0 0.0
C 1.0902 6.6057 -5.3003 1.0 0.1 -0.3
H 0.9692 -3.5815 8.5715 0.0 0.0 0.1
O -5.3291 -2.4214 -2.0788 0.0 0.0 -0.1
H 2.1122 -5.3679 1.7497 0.0 0.0 0.1
H 4.1539 -4.7986 -0.4594 0.0 0.0 0.0
H -3.5300 -1.8983 -3.0003 0.0 0.0 0.0
C 0.2729 -0.8130 -5.5347 0.1 0.1 0.0
C -2.6705 -2.5896 -0.3007 0.0 -0.1 0.1
H -3.6599 1.1104 2.0295 0.0 0.0 0.0
C -0.2920 -1.5768 7.2683 0.1 0.1 0.1
H -1.0221 2.9381 1.6767 0.0 0.1 0.0
H 4.1640 -1.2781 -3.9036 0.0 -0.1 0.0
H 2.7383 -1.7374 0.2604 0.0 0.0 0.0
H 1.3939 -3.3407 -4.9599 0.0 0.0 0.0
H -2.0323 -2.3332 0.5455 0.0 0.0 0.0
H -1.9900 0.4626 0.5141 0.0 0.0 0.0
H 0.5397 -3.2987 -3.4094 0.0 0.0 0.0
H -0.0563 -0.0656 -6.2573 0.0 0.0 0.0
H -5.3843 -0.9659 0.7067 0.0 0.0 0.1
H 3.3176 -1.7203 -5.1953 0.0 -0.1 0.0
H 4.2176 -3.9029 3.6980 0.0 0.0 0.0
N 3.5651 -2.0192 -4.2560 0.0 0.1 0.0
H 0.9242 6.8967 0.1113 0.5 0.1 0.2
C -1.3298 -2.2761 5.2282 0.1 0.0 -0.1
C 1.9330 5.5793 -4.8351 0.6 0.9 -0.6
H -0.2463 4.1667 -5.4896 -0.1 0.2 -0.3
H -2.4201 -1.9070 -1.1135 0.0 0.0 0.0
C -5.1056 -3.1410 -0.8843 -0.1 -0.1 0.1
H -4.7789 -4.1640 -1.1160 0.1 0.0 0.0